Record 1
The following is a DFT calculation (wB97M-V/def2-TZVPD) of an isolated molecule of C4H9NS.

Properties
SMILES: CN[C@H]1C[C@H]1S
highest occupied orbital energy: -8.50 eV
orbital gap: 9.54 eV
energy above the lowest of the compared OMol25 structures with the same formula, charge and spin: 1.647 eV
multiplicity: 1
LUMO level: 1.04 eV

Geometry as XYZ:
```
15
Properties=species:S:1:pos:R:3:nbo_charge:R:1
C 0.52766 -1.24705 -1.61146 -0.41
C -0.35835 -0.28843 0.43196 -0.06
C 0.64854 0.27048 1.41410 -0.44
C -0.73364 0.92700 1.28495 -0.36
H 0.04428 -2.22194 -1.32462 0.17
H 1.55725 -1.24840 -1.29115 0.20
H 0.55321 -1.06461 -2.67442 0.21
H -0.98226 0.08235 -1.43079 0.37
H -0.71233 -1.26595 0.73336 0.17
H 0.83389 -0.14764 2.41491 0.22
H 1.45767 0.81690 0.96098 0.22
H -1.50830 0.69208 1.98296 0.23
H -0.21471 2.24962 -0.54203 0.15
N -0.15249 -0.12354 -0.93870 -0.63
S -0.96043 2.56913 0.58994 -0.04
```

***

Record 2
The following is a DFT calculation (wB97M-V/def2-TZVPD) of a structure of composition C4H9NS2.

Properties
highest occupied orbital energy: -8.65 eV
orbital gap: 8.23 eV
energy above the lowest of the compared OMol25 structures with the same formula, charge and spin: 4.218 eV
multiplicity: 1
LUMO level: -0.42 eV

Geometry as XYZ:
```
16
Properties=species:S:1:pos:R:3:nbo_charge:R:1
C -1.05387 -1.30227 2.25816 -0.75
C -0.59041 -0.41725 -0.44950 -0.30
C 0.02056 0.59982 -1.25406 -0.18
C 1.58208 0.35089 -1.49703 -0.60
H -1.92769 -2.35249 2.01291 0.27
H -1.32763 -0.72869 3.16192 0.21
H 0.23322 -1.69087 2.52049 0.25
H -0.41139 0.49754 -2.29106 0.24
H 1.98927 0.26915 -0.46012 0.19
H 2.28521 1.15384 -1.87135 0.25
H 1.62438 -0.63615 -1.83758 0.22
H -0.89580 2.13413 -0.07431 0.35
H 0.71466 1.71612 0.22666 0.35
N -0.02154 1.97782 -0.60238 -0.79
S -1.16695 0.26288 1.10487 0.21
S -1.05408 -1.83448 -0.94761 0.08
```